{
  "formula": "C26H21CoN4O2S",
  "method": "wB97M-V/def2-TZVPD",
  "lumo_energy_ev": [-3.443, -3.479],
  "multiplicity": 4,
  "total_charge": 1,
  "gap_ev": [7.425, 7.378],
  "e_tot_ha": -3153.70646,
  "symbols": ["Co", "C", "C", "C", "C", "C", "C", "C", "S", "O", "O", "N", "C", "C", "C", "C", "C", "C", "C", "C", "N", "C", "H", "H", "H", "H", "H", "H", "H", "H", "H", "H", "H", "H", "H", "C", "C", "C", "C", "N", "C", "C", "C", "C", "C", "C", "N", "H", "H", "H", "H", "H", "H", "H", "H"],
  "coordinates": [[0.793, -0.627, -0.385], [-2.480, 5.004, 3.698], [-1.872, 3.679, 3.335], [-1.601, 3.367, 2.002], [-1.070, 2.140, 1.651], [-0.793, 1.204, 2.642], [-1.061, 1.489, 3.973], [-1.594, 2.726, 4.308], [-0.076, -0.355, 2.247], [-0.278, -1.213, 3.373], [1.312, -0.089, 1.802], [-0.697, -0.862, 0.883], [-1.516, -1.998, 0.798], [-2.659, -2.257, 1.493], [-3.342, -3.484, 1.303], [-2.874, -4.429, 0.439], [-1.674, -4.191, -0.282], [-1.085, -5.141, -1.144], [0.105, -4.858, -1.754], [0.698, -3.605, -1.523], [0.171, -2.683, -0.748], [-1.005, -2.971, -0.104], [-2.040, 5.812, 3.113], [-2.340, 5.231, 4.753], [-3.554, 5.004, 3.499], [-1.821, 4.094, 1.230], [-0.892, 1.912, 0.607], [-0.854, 0.752, 4.735], [-1.800, 2.951, 5.347], [-3.042, -1.535, 2.201], [-4.247, -3.668, 1.865], [-3.393, -5.369, 0.303], [-1.576, -6.093, -1.299], [0.598, -5.568, -2.402], [1.639, -3.355, -2.001], [0.939, -1.296, -4.767], [2.057, -0.557, -5.115], [2.644, 0.266, -4.170], [2.104, 0.315, -2.892], [1.074, -0.464, -2.536], [0.491, -1.230, -3.462], [2.564, 1.284, -1.854], [3.480, 2.284, -2.134], [3.766, 3.226, -1.157], [3.120, 3.142, 0.061], [2.232, 2.101, 0.274], [1.960, 1.185, -0.659], [0.426, -1.923, -5.482], [2.461, -0.606, -6.118], [3.501, 0.868, -4.430], [-0.364, -1.805, -3.135], [3.953, 2.348, -3.101], [4.478, 4.016, -1.354], [3.297, 3.857, 0.851], [1.736, 1.972, 1.223]]
}